{
  "formula": "C3H4N2",
  "method": "ωB97M-V/def2-TZVPD",
  "elements": ["N", "C", "C", "C", "N", "H", "H", "H", "H"],
  "coordinates": [[-0.7874, -0.0945, 1.6454], [1.3320, 1.6287, -0.6144], [1.2485, 0.4507, -0.8475], [-1.1024, -1.8155, -0.0302], [-1.0067, -0.9070, 0.7439], [-0.3269, 0.7218, 1.2266], [1.4368, 2.6759, -0.4306], [1.1468, -0.5999, -1.0272], [-1.9407, -2.0602, -0.6661]],
  "atomic_forces_ev_per_a": [[-0.06, -0.19, -0.26], [0.02, -0.55, -0.17], [0.04, 0.57, 0.11], [-0.02, 0.46, 0.45], [0.00, -0.32, -0.22], [-0.06, -0.08, 0.03], [-0.03, -0.17, -0.02], [0.06, 0.21, 0.02], [0.05, 0.07, 0.07]],
  "lowdin_charge": [0.086, -0.002, -0.019, 0.056, -0.246, 0.038, 0.023, 0.013, 0.051],
  "lumo_energy_ev": 1.0,
  "orbital_gap_ev": 10.17,
  "relative_energy_kcal_mol": 120.7
}



{
  "formula": "ClNO2S",
  "method": "ωB97M-V/def2-TZVPD",
  "elements": ["N", "O", "O", "S", "Cl"],
  "coordinates": [[0.8601, -0.0954, 0.0098], [1.9613, 0.3736, 0.1194], [0.5167, -1.2223, -0.1041], [-0.3064, 1.2276, -0.0450], [-3.0317, -0.2835, 0.0198]],
  "atomic_forces_ev_per_a": [[-1.07, 0.08, -0.31], [0.62, 0.38, 0.11], [0.12, -0.49, 0.11], [-1.91, -1.20, 0.17], [2.25, 1.23, -0.08]],
  "lowdin_charge": [-0.816, 0.025, 0.066, 0.847, -0.121],
  "lumo_energy_ev": [-5.0, -5.0],
  "orbital_gap_ev": [6.29, 6.30],
  "relative_energy_kcal_mol": 78.0
}



{
  "formula": "C26H33N5O5",
  "method": "ωB97M-V/def2-TZVPD",
  "elements": ["C", "C", "N", "C", "C", "C", "C", "C", "N", "C", "O", "C", "N", "C", "O", "C", "N", "N", "C", "C", "C", "C", "O", "C", "C", "O", "C", "C", "C", "O", "C", "C", "C", "C", "C", "C", "H", "H", "H", "H", "H", "H", "H", "H", "H", "H", "H", "H", "H", "H", "H", "H", "H", "H", "H", "H", "H", "H", "H", "H", "H", "H", "H", "H", "H", "H", "H", "H", "H"],
  "coordinates": [[-4.9863, -0.2774, -2.8004], [-5.8218, -1.1358, -1.8551], [-5.8407, -0.6036, -0.5040], [-6.4372, 0.7253, -0.4088], [-5.3890, 1.7962, -0.1101], [-6.3731, -1.5387, 0.4723], [-5.7960, -1.2608, 1.8640], [-4.4008, -1.8613, 2.0378], [-3.5552, -1.6199, 0.8908], [-2.8289, -2.6028, 0.3429], [-2.7446, -3.7309, 0.7876], [-2.0487, -2.1633, -0.9097], [-1.0225, -1.2021, -0.5856], [-1.2580, 0.1189, -0.5189], [-2.3576, 0.6040, -0.7438], [-0.0469, 0.9208, -0.1642], [1.0617, 0.2489, -0.1444], [2.2294, 0.8148, 0.1235], [3.3237, -0.0899, 0.1173], [3.1400, -1.3704, 0.6059], [4.1904, -2.2749, 0.5848], [5.4303, -1.9098, 0.0876], [6.5209, -2.7161, 0.0282], [6.4067, -4.0344, 0.5043], [5.6157, -0.5963, -0.4075], [6.8582, -0.3163, -0.8732], [7.1232, 0.9922, -1.3208], [4.5583, 0.2945, -0.4004], [2.3950, 2.1634, 0.4400], [3.4870, 2.6261, 0.7074], [1.1522, 2.9356, 0.4344], [1.2084, 4.2952, 0.7480], [0.0574, 5.0488, 0.7612], [-1.1672, 4.4529, 0.4641], [-1.2435, 3.1140, 0.1541], [-0.0830, 2.3304, 0.1309], [-5.4986, 0.6460, -3.0565], [-4.7961, -0.8252, -3.7207], [-4.0389, -0.0212, -2.3344], [-6.8425, -1.2469, -2.2672], [-5.3771, -2.1344, -1.8025], [-7.1959, 0.7376, 0.3822], [-6.9513, 0.9761, -1.3444], [-4.5759, 1.7381, -0.8253], [-5.8412, 2.7844, -0.1623], [-4.9710, 1.6596, 0.8844], [-6.0962, -2.5532, 0.1759], [-7.4757, -1.4968, 0.5155], [-5.7536, -0.1837, 2.0220], [-6.4500, -1.6868, 2.6264], [-3.9316, -1.4450, 2.9384], [-4.4606, -2.9471, 2.1586], [-3.6870, -0.7480, 0.3898], [-1.5881, -3.0440, -1.3583], [-2.7433, -1.7017, -1.6160], [-0.0921, -1.5210, -0.3617], [2.1838, -1.6612, 1.0106], [4.0264, -3.2671, 0.9723], [6.1541, -4.0582, 1.5694], [7.3872, -4.4842, 0.3573], [5.6599, -4.6035, -0.0592], [8.1818, 1.0049, -1.5751], [6.5351, 1.2389, -2.2109], [6.9262, 1.7319, -0.5390], [4.6801, 1.2931, -0.7805], [2.1722, 4.7239, 0.9772], [0.1006, 6.1002, 1.0029], [-2.0680, 5.0485, 0.4783], [-2.1897, 2.6540, -0.0767]],
  "atomic_forces_ev_per_a": [[-0.16, -0.18, 0.12], [0.10, 0.05, -0.15], [-0.11, -0.07, -0.07], [0.20, 0.25, 0.10], [-0.31, -0.04, -0.13], [-0.11, 0.05, 0.29], [0.07, -0.21, -0.25], [-0.08, -0.07, 0.30], [-0.20, 0.30, 0.24], [0.41, 0.22, -0.49], [0.05, -0.41, 0.07], [-0.30, -0.11, 0.11], [0.14, -0.17, 0.02], [0.10, -0.64, -0.10], [-0.09, 0.22, 0.01], [0.77, 0.07, 0.12], [-1.05, -0.06, -0.25], [0.00, 0.46, 0.02], [0.51, -0.67, 0.15], [-0.07, 0.42, -0.03], [0.31, -0.10, -0.07], [0.08, 0.12, -0.06], [-0.05, 0.36, -0.10], [-0.03, -0.20, 0.08], [-0.07, -0.23, 0.04], [-0.13, -0.30, 0.14], [0.03, 0.21, -0.08], [0.14, -0.02, -0.07], [0.12, 0.09, 0.12], [-0.10, 0.06, -0.01], [-0.52, 0.04, -0.09], [0.09, -0.06, 0.00], [0.08, -0.02, 0.00], [0.03, -0.04, 0.00], [-0.16, 0.00, -0.02], [0.39, 0.39, 0.14], [-0.03, 0.14, -0.06], [0.00, 0.01, -0.13], [0.11, 0.02, 0.00], [0.06, -0.07, 0.05], [-0.08, 0.01, 0.00], [-0.01, -0.04, -0.10], [-0.06, -0.05, 0.05], [0.10, 0.03, -0.07], [-0.01, 0.18, 0.04], [0.09, -0.02, 0.11], [-0.03, -0.01, -0.03], [0.08, -0.06, -0.07], [-0.11, 0.09, 0.07], [0.01, 0.07, 0.07], [-0.06, -0.15, -0.02], [0.00, 0.16, 0.04], [0.10, -0.19, -0.12], [-0.10, 0.09, 0.08], [0.08, -0.07, -0.03], [-0.07, 0.06, -0.06], [-0.06, -0.04, 0.04], [0.04, -0.11, 0.03], [-0.01, 0.00, -0.04], [-0.09, -0.01, 0.03], [0.02, 0.03, 0.03], [-0.08, 0.05, 0.00], [0.01, 0.00, 0.04], [-0.01, -0.02, -0.03], [0.07, 0.05, -0.01], [0.06, 0.04, 0.02], [0.02, 0.08, 0.02], [-0.08, 0.03, 0.00], [-0.03, 0.00, -0.01]],
  "lowdin_charge": [-0.083, -0.253, -0.208, -0.242, -0.080, -0.202, -0.154, -0.170, 0.077, -0.483, 0.049, -0.060, 0.091, -0.401, 0.032, -0.095, 0.156, 0.021, -0.181, -0.020, -0.009, -0.200, -0.062, -0.081, -0.188, -0.058, -0.074, 0.059, -0.342, 0.082, -0.060, -0.002, -0.059, -0.054, 0.002, -0.075, 0.069, 0.075, 0.042, 0.120, 0.109, 0.113, 0.111, 0.046, 0.072, 0.065, 0.121, 0.120, 0.095, 0.112, 0.121, 0.119, 0.110, 0.131, 0.110, 0.129, 0.106, 0.106, 0.097, 0.095, 0.097, 0.095, 0.098, 0.101, 0.107, 0.120, 0.107, 0.108, 0.096],
  "lumo_energy_ev": -0.2,
  "smiles": "CCN(CC)CCCNC(=O)CNC(=O)c1nn(-c2ccc(OC)c(OC)c2)c(=O)c2ccccc12",
  "orbital_gap_ev": 7.77,
  "relative_energy_kcal_mol": 23.1
}